Entry 1:
77
Properties=species:S:1:pos:R:3 method="wB97M-V/def2-TZVPD" total_energy_ha=-3722.1124 spin_multiplicity=2 total_charge=+4 max_force_ev_per_a=4.22 s_squared=0.75 homo_lumo_gap_ha="0.2634 / 0.0956"
N -0.327 -3.585 -0.422
H 0.675 -3.638 -0.538
H -0.487 -2.793 0.184
H -0.628 -4.390 0.108
H -0.783 -3.456 -1.314
N -3.770 1.756 1.117
H -4.059 0.883 1.535
H -3.152 2.240 1.752
H -4.580 2.332 0.938
H -3.296 1.454 0.277
N -4.589 0.298 -2.479
H -4.189 -0.433 -3.050
H -4.828 1.046 -3.114
H -3.861 0.518 -1.814
H -5.357 -0.101 -1.960
N -2.306 -1.829 3.634
H -2.166 -1.590 4.605
H -1.638 -1.420 2.997
H -3.150 -1.338 3.379
H -2.383 -2.805 3.387
N -3.362 -1.942 -0.138
H -3.341 -2.772 -0.714
H -4.282 -1.530 -0.082
H -2.740 -1.190 -0.398
H -2.989 -2.107 0.786
O -2.194 0.665 -0.945
C -0.832 0.582 -0.447
C -0.431 -0.014 1.018
O -0.716 -1.412 1.363
H -0.432 1.596 -0.426
H -0.259 0.083 -1.228
H -0.908 0.621 1.764
H 0.617 0.221 1.200
C -0.223 -0.840 -4.708
C -0.840 0.550 -4.462
O 0.146 1.233 -3.794
C -0.166 2.469 -3.303
O -1.232 3.089 -3.490
C 1.051 3.118 -2.581
F 1.759 4.052 -3.210
F 0.572 3.647 -1.504
F 1.924 2.146 -2.209
H -0.937 -1.539 -5.144
H -0.174 -1.325 -3.733
H 0.695 -0.842 -5.296
H -1.777 0.591 -3.907
H -1.080 1.095 -5.375
C 5.126 0.044 0.757
C 3.818 -0.650 0.251
O 3.783 -0.756 -1.167
C 2.917 -1.613 -1.717
O 2.056 -2.213 -1.043
C 3.005 -1.857 -3.238
F 2.149 -2.792 -3.707
F 2.878 -0.680 -3.716
F 4.277 -2.270 -3.553
H 5.075 0.084 1.845
H 5.268 0.940 0.152
H 5.964 -0.587 0.461
H 2.961 -0.045 0.548
H 3.783 -1.623 0.741
Cl -1.328 3.852 2.288
C 0.383 4.335 2.467
C 1.208 3.224 3.203
Cl 0.603 2.814 4.835
H 0.428 5.322 2.928
H 0.657 4.548 1.434
H 2.236 3.569 3.314
H 1.163 2.299 2.630
Cl 3.312 -2.999 3.295
C 2.101 -1.704 3.461
C 2.302 -0.663 4.619
Cl 3.678 0.459 4.222
H 1.103 -2.135 3.536
H 2.050 -1.162 2.516
H 2.592 -1.148 5.551
H 1.475 0.014 4.828

=====

Entry 2:
77
Properties=species:S:1:pos:R:3 method="wB97M-V/def2-TZVPD" total_energy_ha=-5591.3549 spin_multiplicity=3 total_charge=+2 relative_energy_kcal_mol=45.76 max_force_ev_per_a=2.67 s_squared=2.01 homo_lumo_gap_ha="0.3144 / 0.1451"
Cu 1.829 23.956 -1.819
Cu 6.323 26.674 0.339
S 3.765 25.652 0.567
O 3.100 25.590 1.887
O 5.134 25.063 0.669
O 2.965 24.949 -0.421
O 4.042 27.044 0.194
C 6.974 26.118 -2.623
C 7.359 24.878 -1.837
O 7.747 25.180 -0.482
O 6.004 26.858 -1.846
H 6.483 25.813 -3.546
H 7.811 26.781 -2.844
H 8.220 24.470 -2.376
H 6.571 24.123 -1.836
H 8.322 24.457 -0.203
H 5.492 27.443 -2.413
C 1.215 28.367 -0.657
C 2.340 29.169 -1.327
O 3.378 29.381 -0.383
O 0.171 28.034 -1.591
H 0.815 28.950 0.175
H 1.604 27.412 -0.303
H 1.978 30.081 -1.798
H 2.699 28.561 -2.163
H 3.671 28.488 -0.147
H -0.301 28.841 -1.826
C 3.884 26.347 5.352
C 4.185 25.956 6.793
O 3.838 26.972 7.712
O 4.087 25.222 4.500
H 4.610 27.132 5.120
H 2.832 26.652 5.293
H 5.262 25.792 6.882
H 3.761 24.979 7.048
H 2.876 26.959 7.772
H 3.804 25.489 3.614
C 7.302 29.292 1.545
C 8.331 29.062 0.417
O 8.086 27.813 -0.266
O 6.024 28.719 1.185
H 7.181 30.373 1.578
H 7.635 28.914 2.509
H 9.348 29.089 0.804
H 8.204 29.894 -0.276
H 8.796 27.711 -0.908
H 5.378 29.010 1.840
C 5.699 20.480 1.226
C 6.025 21.881 0.797
O 5.093 22.377 -0.163
O 5.910 19.499 0.212
H 4.626 20.409 1.472
H 6.178 20.144 2.144
H 7.035 21.869 0.356
H 6.078 22.540 1.669
H 4.998 23.323 0.032
H 5.590 19.864 -0.620
C 0.059 26.268 3.506
C -0.080 24.910 2.681
O 1.116 24.254 2.841
O 0.828 27.171 2.806
H 0.297 26.049 4.545
H -0.973 26.634 3.491
H -0.399 25.117 1.657
H -0.836 24.247 3.105
H 1.877 24.728 2.333
H 1.728 26.801 2.686
C 3.086 25.121 -4.353
C 2.409 26.260 -3.625
O 1.385 25.868 -2.712
O 3.434 24.115 -3.353
H 4.013 25.469 -4.801
H 2.435 24.623 -5.071
H 1.972 27.007 -4.291
H 3.172 26.803 -3.052
H 0.848 26.617 -2.378
H 4.178 23.608 -3.691

=====

Entry 3:
83
Properties=species:S:1:pos:R:3 method="wB97M-V/def2-TZVPD" total_energy_ha=-7930.8643 spin_multiplicity=4 total_charge=+2 max_force_ev_per_a=4.61 s_squared=3.76 homo_lumo_gap_ha="0.2769 / 0.1462"
Cu -0.183 -1.998 -1.951
Cu 3.924 1.362 -0.846
Cu -1.426 2.726 -1.746
S -1.301 0.628 -3.715
O -0.899 -0.704 -3.296
O -2.463 1.162 -3.061
O -0.296 1.602 -3.223
O -1.462 0.590 -5.137
S 0.651 0.623 0.010
O -0.524 1.403 -0.419
O 0.952 0.746 1.372
O 0.397 -0.761 -0.326
O 1.904 1.095 -0.621
C -4.729 -1.216 -1.375
C -3.497 -1.585 -0.372
O -2.297 -1.326 -1.069
O -4.532 0.138 -1.660
H -5.716 -1.291 -0.918
H -4.788 -1.730 -2.334
H -3.582 -2.591 0.038
H -3.697 -0.941 0.485
H -1.878 -0.606 -0.590
H -3.769 0.158 -2.243
C -1.517 -2.906 3.061
C -1.866 -1.495 3.531
O -1.723 -0.775 2.301
O -0.198 -3.055 2.516
H -2.285 -3.362 2.436
H -1.652 -3.424 4.010
H -0.971 -1.328 4.130
H -2.740 -1.497 4.183
H -0.800 -0.795 2.039
H 0.161 -3.914 2.751
C 1.142 3.076 3.672
C 1.678 1.733 4.228
O 0.805 0.704 3.881
O 1.453 3.230 2.270
H 1.166 3.897 4.389
H 0.064 3.108 3.514
H 1.750 1.820 5.312
H 2.679 1.807 3.804
H 0.695 0.689 2.927
H 1.391 2.407 1.780
C -3.139 3.261 0.872
C -1.747 3.955 1.142
O -1.133 4.438 -0.072
O -3.340 2.596 -0.367
H -3.967 3.970 0.877
H -3.311 2.578 1.704
H -0.977 3.217 1.369
H -1.893 4.833 1.771
H -0.898 5.368 -0.054
H -4.256 2.307 -0.367
C 4.071 -0.129 2.096
C 3.952 -1.222 1.111
O 4.250 -0.905 -0.237
O 3.526 0.984 1.564
H 5.088 0.060 2.438
H 3.567 -0.162 3.061
H 2.886 -1.448 1.072
H 4.399 -2.189 1.340
H 3.927 -1.676 -0.709
H 2.568 0.921 1.586
C 3.222 1.365 -3.878
C 4.731 1.595 -3.906
O 5.402 1.129 -2.771
O 2.566 1.972 -2.804
H 2.930 0.317 -3.807
H 2.878 1.452 -4.909
H 4.903 2.671 -3.895
H 5.161 1.175 -4.815
H 6.338 0.925 -2.827
H 1.627 2.062 -2.983
C -1.193 -4.666 -1.024
C -1.838 -4.270 -2.332
O -0.990 -3.531 -3.169
O -0.434 -3.613 -0.462
H -0.441 -5.415 -1.269
H -2.003 -5.212 -0.540
H -2.738 -3.709 -2.080
H -2.351 -5.124 -2.772
H -1.338 -3.400 -4.054
H -0.024 -3.883 0.363

=====

Entry 4:
66
Properties=species:S:1:pos:R:3 method="wB97M-V/def2-TZVPD" total_energy_ha=-1252.5471 total_charge=+2 max_force_ev_per_a=4.19 homo_lumo_gap_ha=0.0474
Y 2.633 -1.096 9.290
C -1.230 -1.796 2.859
C -0.602 -0.858 3.962
O 0.046 -1.500 5.043
H -1.989 -2.459 3.276
H -0.516 -2.395 2.294
H -1.722 -1.086 2.194
H -1.367 -0.167 4.315
H 0.139 -0.191 3.522
O -2.936 2.479 8.314
H -3.515 1.999 8.907
H -3.287 2.301 7.441
O 5.609 -1.064 6.253
H 6.505 -1.391 6.337
H 5.301 -1.418 5.419
O -0.317 5.001 5.860
H -1.031 4.574 6.333
H -0.613 5.025 4.950
O 1.450 -6.128 4.843
H 1.073 -6.977 5.073
H 0.944 -5.495 5.352
O -6.108 -6.257 4.777
H -6.267 -7.193 4.653
H -5.210 -6.124 4.474
C 3.753 4.333 -5.471
C 2.639 3.748 -4.484
C 2.775 4.509 -3.142
C 1.501 4.628 -2.275
C 0.438 5.283 -3.066
C 0.159 4.487 -4.330
N 1.386 4.181 -5.121
O 1.128 3.450 -6.280
C -0.482 3.170 -3.945
C -0.835 5.318 -5.261
C 2.799 2.268 -4.143
H 4.731 4.275 -4.994
H 3.552 5.388 -5.660
H 3.791 3.652 -6.321
H 3.556 4.082 -2.512
H 3.037 5.529 -3.423
H 1.815 5.295 -1.471
H 1.226 3.674 -1.825
H 0.434 6.342 -3.320
H -0.425 5.395 -2.410
H -0.098 2.398 -4.611
H -0.254 2.830 -2.935
H -1.563 3.201 -4.081
H -0.333 6.273 -5.419
H -1.032 5.111 -6.313
H -1.853 5.494 -4.914
H 3.790 2.031 -3.756
H 2.600 1.618 -4.995
H 2.173 1.932 -3.316
H 0.926 4.205 -6.837
C -1.683 -8.486 -0.475
C -2.198 -7.421 0.506
C -3.437 -6.727 -0.159
O -2.382 -8.023 1.782
H -1.249 -8.075 -1.387
H -2.455 -9.223 -0.697
H -0.865 -9.068 -0.050
H -1.342 -6.791 0.750
H -4.380 -7.272 -0.209
H -3.225 -6.631 -1.223
H -3.523 -5.660 0.047
H -1.583 -8.508 2.002

=====

Entry 5:
69
Properties=species:S:1:pos:R:3 method="wB97M-V/def2-TZVPD" total_energy_ha=-1325.7378 total_charge=+1 relative_energy_kcal_mol=0.00 max_force_ev_per_a=1.97 homo_lumo_gap_ha=0.3677
N 0.714 -0.709 0.536
H 1.257 0.155 0.470
H -0.112 -0.651 -0.110
H 0.210 -0.800 1.430
H 1.283 -1.534 0.284
C 1.735 -1.680 -4.439
C 1.295 -0.322 -3.881
O -0.112 -0.127 -4.126
O 1.119 -2.749 -3.701
H 2.816 -1.778 -4.311
H 1.546 -1.796 -5.507
H 1.810 0.459 -4.442
H 1.469 -0.299 -2.810
H -0.207 -0.004 -5.075
H 0.469 -3.124 -4.302
C 2.443 -4.113 0.861
C 2.653 -3.824 -0.614
O 1.702 -2.820 -0.993
O 2.735 -2.931 1.581
H 3.089 -4.925 1.210
H 1.413 -4.461 1.005
H 2.560 -4.735 -1.202
H 3.640 -3.365 -0.718
H 1.441 -2.969 -1.919
H 2.778 -3.078 2.527
C 3.204 2.952 2.947
C 2.919 2.750 1.447
O 2.665 1.360 1.206
O 2.027 2.992 3.714
H 3.685 3.919 3.097
H 3.852 2.127 3.272
H 3.798 3.098 0.891
H 2.065 3.331 1.108
H 3.491 0.891 1.370
H 1.452 2.204 3.589
C -3.262 0.694 2.812
C -1.773 0.351 2.574
C -0.883 0.785 3.734
O 0.495 0.764 3.390
C 1.173 -0.351 3.906
N -1.630 -1.107 2.364
H -3.763 0.650 1.843
H -3.383 1.720 3.166
H -3.775 0.027 3.502
H -1.402 0.893 1.701
H -1.075 0.158 4.611
H -1.150 1.794 4.052
H 1.060 -0.386 4.998
H 2.258 -0.342 3.776
H 0.877 -1.344 3.548
H -1.963 -1.584 3.202
H -2.368 -1.419 1.731
C -1.284 2.273 -1.501
C -2.253 1.102 -1.453
C -3.325 1.049 -2.531
O -4.004 2.277 -2.538
C -4.822 2.453 -3.680
N -1.438 -0.137 -1.356
H -0.624 2.241 -0.634
H -1.820 3.223 -1.512
H -0.651 2.266 -2.393
H -2.794 1.189 -0.503
H -4.027 0.249 -2.235
H -2.974 0.817 -3.545
H -5.597 1.680 -3.665
H -4.248 2.336 -4.603
H -5.278 3.436 -3.649
H -1.127 -0.282 -2.323
H -2.073 -0.920 -1.186

=====

Entry 6:
70
Properties=species:S:1:pos:R:3 method="wB97M-V/def2-TZVPD" total_energy_ha=-1442.1928 total_charge=-1 relative_energy_kcal_mol=0.00 max_force_ev_per_a=0.74 homo_lumo_gap_ha=0.3695
N -0.322 -0.455 0.590
O 0.474 0.090 -0.221
O -0.838 -1.554 0.300
O -0.632 0.128 1.637
C -1.643 1.968 5.008
O -1.882 3.250 4.431
H -1.704 1.184 4.244
H -0.639 1.915 5.446
H -2.391 1.767 5.769
H -1.381 3.254 3.599
C -3.579 -0.867 -1.598
O -3.639 -1.074 -0.207
H -4.593 -0.683 -1.955
H -2.963 0.001 -1.862
H -3.179 -1.736 -2.133
H -2.728 -1.189 0.098
C -2.248 3.691 -1.708
C -0.942 3.013 -2.116
C -0.113 3.869 -3.043
O -0.166 2.784 -0.926
H -2.056 4.405 -0.906
H -2.992 2.969 -1.378
H -2.680 4.266 -2.535
H -1.180 2.038 -2.550
H -0.586 4.091 -4.001
H 0.858 3.407 -3.242
H 0.121 4.814 -2.540
H 0.019 1.833 -0.882
C 4.029 1.412 0.289
C 3.686 0.672 1.581
C 2.784 1.505 2.480
O 3.053 -0.576 1.271
H 4.668 2.279 0.480
H 3.147 1.728 -0.268
H 4.606 0.719 -0.330
H 4.603 0.403 2.106
H 3.191 2.508 2.652
H 2.598 1.065 3.458
H 1.831 1.662 1.967
H 2.186 -0.366 0.900
C -1.657 -4.965 1.433
C -0.152 -4.835 1.239
C 0.546 -6.172 1.285
O 0.153 -4.247 -0.028
H -2.148 -4.007 1.246
H -1.897 -5.245 2.464
H -2.088 -5.716 0.767
H 0.237 -4.202 2.047
H 0.428 -6.684 0.327
H 0.145 -6.806 2.077
H 1.617 -6.041 1.450
H -0.252 -3.369 -0.016
C 2.108 -0.744 -3.145
C 0.909 0.176 -3.332
C 0.731 0.577 -4.771
O -0.297 -0.448 -2.920
H 2.124 -1.133 -2.124
H 3.038 -0.190 -3.299
H 2.069 -1.600 -3.822
H 1.090 1.074 -2.723
H -0.043 1.341 -4.886
H 0.477 -0.281 -5.394
H 1.658 1.010 -5.160
H -0.186 -0.714 -1.995
O -0.581 2.971 1.942
H -0.471 3.254 1.022
H -0.494 2.007 1.873
O -1.027 -1.938 3.740
H -0.900 -1.076 3.316
H -1.918 -2.187 3.481